Molecular formula: C31H30AsCl4N4O8S3W
Method: DFT, the ωB97M-V functional and the def2-TZVPD basis

## Properties
**E**: -200240.3047 eV
**Spin multiplicity**: 1
**Orbital gap (spin up / spin down)**: 6.49 / 6.48 eV
**Energy above the lowest of the compared OMol25 structures with the same formula, charge and spin**: 0.0 kJ/mol
**Total charge**: -1

Last column: Löwdin charge in e.
Cartesian coordinates (Å):
1 W 1.05 0.43 0.23  1.518
2 N 3.31 -3.55 0.48  0.062
3 C 2.61 -2.39 0.70  -0.872
4 S 3.23 -0.89 0.16  0.766
5 N 1.46 -2.50 1.30  0.012
6 N 0.93 -1.23 1.52  -0.184
7 C 0.26 -1.09 2.65  -0.196
8 C -0.23 -2.24 3.44  -0.179
9 C 0.36 -2.59 4.65  -0.036
10 C -0.14 -3.66 5.38  -0.089
11 C -1.23 -4.37 4.91  -0.099
12 C -1.83 -4.01 3.71  -0.074
13 C -1.33 -2.95 2.98  -0.007
14 C 0.13 0.26 3.05  -0.220
15 C -0.37 0.67 4.30  -0.006
16 C -0.30 1.99 4.64  -0.057
17 C 0.28 2.90 3.73  -0.035
18 C 0.72 2.45 2.52  -0.097
19 N 0.65 1.15 2.16  -0.040
20 H 4.29 -3.42 0.26  0.076
21 H 3.11 -4.29 1.13  0.090
22 H 1.21 -2.03 5.01  0.121
23 H 0.32 -3.94 6.32  0.097
24 H -1.63 -5.21 5.48  0.095
25 H -2.70 -4.55 3.34  0.102
26 H -1.81 -2.63 2.05  0.110
27 H -0.82 -0.06 4.95  0.118
28 H -0.68 2.34 5.59  0.105
29 H 0.35 3.95 3.95  0.112
30 H 1.12 3.12 1.78  0.103
31 O -0.27 4.06 -1.82  -0.287
32 S -0.78 3.44 -0.63  0.500
33 O -1.03 4.30 0.50  -0.276
34 O 0.04 2.25 -0.26  -0.457
35 C -2.37 2.74 -1.11  -0.224
36 C -2.98 3.38 -2.18  -0.055
37 C -4.21 2.95 -2.65  -0.071
38 C -4.84 1.87 -2.07  -0.076
39 C -4.23 1.21 -1.01  -0.068
40 C -3.00 1.64 -0.52  -0.234
41 S -2.34 0.71 0.85  0.526
42 O -2.09 1.68 1.89  -0.253
43 O -3.31 -0.32 1.15  -0.314
44 O -1.10 0.03 0.33  -0.514
45 H -2.46 4.21 -2.64  0.113
46 H -4.67 3.46 -3.49  0.102
47 H -5.80 1.52 -2.43  0.101
48 H -4.69 0.36 -0.54  0.107
49 Cl 5.08 5.55 -1.88  0.638
50 C 4.07 4.15 -1.88  -0.703
51 C 3.62 3.60 -3.08  -0.700
52 Cl 4.07 4.33 -4.58  0.642
53 C 2.80 2.47 -3.07  -0.586
54 Cl 2.18 1.79 -4.54  0.712
55 C 2.43 1.89 -1.87  -0.387
56 O 1.62 0.86 -1.76  -0.350
57 C 2.89 2.43 -0.67  -0.371
58 O 2.50 1.79 0.44  -0.324
59 C 3.69 3.56 -0.67  -0.598
60 Cl 4.20 4.21 0.85  0.696
61 C -2.29 -2.65 -1.10  -0.154
62 C -0.81 -2.97 -1.13  -0.381
63 As 0.38 -1.48 -1.60  1.239
64 C -0.44 -0.81 -3.24  -0.371
65 C -1.37 0.39 -3.12  -0.138
66 C 1.78 -2.52 -2.48  -0.397
67 C 2.89 -1.74 -3.18  -0.175
68 H -2.87 -3.57 -0.93  0.070
69 H -2.63 -2.22 -2.04  0.061
70 H -2.55 -1.95 -0.30  0.030
71 H -0.59 -3.73 -1.89  0.063
72 H -0.46 -3.35 -0.17  0.046
73 H -0.95 -1.68 -3.68  0.073
74 H 0.40 -0.56 -3.88  0.036
75 H -2.24 0.17 -2.51  0.053
76 H -1.72 0.69 -4.11  0.083
77 H -0.84 1.23 -2.69  0.057
78 H 1.23 -3.13 -3.21  0.067
79 H 2.20 -3.21 -1.74  0.041
80 H 2.50 -1.09 -3.96  0.032
81 H 3.60 -2.43 -3.64  0.070
82 H 3.43 -1.12 -2.47  0.015